Record 1
This record from the Open Molecules 2025 dataset describes C22H24N4OPtS2 as an isolated structure. The level of theory is wB97M-V/def2-TZVPD.

Each line ends with the Löwdin charge.
Geometry (Å):
Pt -0.10748 0.43217 -0.30391  0.735
C 1.18884 -2.36558 -0.55477  -0.063
N 1.17844 -1.26820 0.44823  -0.287
C 2.52165 -0.70888 0.60769  -0.153
C 2.34590 0.56789 1.43042  -0.156
N 1.67464 1.58026 0.56338  -0.263
C 1.20239 2.71383 1.44442  -0.052
C 2.60104 2.02833 -0.49411  -0.290
C 3.79978 2.63071 -0.17370  -0.043
C 4.70030 3.00209 -1.16783  -0.087
C 4.39143 2.71926 -2.48409  -0.096
C 3.20332 2.10307 -2.77595  -0.140
C 2.24648 1.78799 -1.84121  -0.639
S 0.68050 1.20272 -2.32849  0.532
C 0.66778 -1.76237 1.76836  -0.290
C 1.36042 -2.77796 2.43507  -0.046
C 1.02978 -3.20112 3.70621  -0.086
C 0.01841 -2.51369 4.39525  -0.081
C -0.65839 -1.51672 3.71637  -0.133
C -0.39783 -1.17210 2.39679  -0.648
S -1.42913 0.02295 1.62292  0.516
H 2.03336 -3.07698 -0.39773  0.099
H 1.33009 -1.92731 -1.53908  0.072
H 0.26730 -2.91013 -0.47253  0.093
H 2.84938 -0.46105 -0.42670  0.135
H 3.16598 -1.43853 1.10683  0.126
H 3.29615 0.93216 1.81781  0.119
H 1.70740 0.41745 2.30407  0.119
H 2.01899 3.10896 2.06938  0.091
H 0.45822 2.28776 2.13233  0.060
H 0.75480 3.47396 0.83211  0.089
H 4.02521 2.76263 0.89913  0.117
H 5.68177 3.41063 -0.86810  0.110
H 5.08208 2.95931 -3.29418  0.110
H 3.00162 1.88000 -3.81884  0.103
H 2.14185 -3.28585 1.88064  0.107
H 1.53699 -4.05204 4.12825  0.097
H -0.13358 -2.75689 5.45386  0.109
H -1.42763 -0.97830 4.29574  0.108
N -6.06884 -1.59181 -0.06420  0.171
C -6.07917 -1.34675 -1.39693  -0.494
O -6.89372 -1.83319 -2.15281  0.062
C -4.93696 -0.43051 -1.88236  -0.095
C -5.08868 0.31106 -3.05917  -0.019
C -4.05376 1.06656 -3.50387  -0.051
C -2.81072 0.99733 -2.84760  -0.116
N -2.63667 0.26733 -1.72057  0.015
C -3.69363 -0.38537 -1.22874  -0.109
H -6.66992 -2.30480 0.31881  0.116
H -5.44262 -1.13575 0.55273  0.082
H -6.00938 0.29172 -3.61866  0.122
H -4.11365 1.61567 -4.41646  0.100
H -1.95217 1.51131 -3.21719  0.050
H -3.55837 -0.88320 -0.27703  0.070

Force components x, y, z for each atom (eV/Å):
-0.4401 0.2492 0.1810
0.9404 0.0422 0.2404
-0.9968 -1.5331 0.6467
-0.4565 0.7355 -0.0327
0.1274 0.0791 -0.4777
0.6149 0.7683 0.9202
0.2421 -1.2339 0.2170
-0.9315 -0.2788 -0.3709
0.1720 -0.0335 0.6960
0.8434 0.0902 0.8209
0.6974 0.2203 0.0619
-0.1059 0.0339 -1.5914
0.0411 0.3325 1.3249
-0.0016 -0.3564 -0.3744
1.1638 -0.3365 -0.3383
0.0514 -0.2213 -0.7516
-0.3563 0.3200 -0.0923
0.8524 -0.3270 -0.2863
-0.7728 -0.1428 1.8321
-0.8013 0.8368 -0.2363
0.2209 0.0744 -0.0765
-0.4547 0.4151 0.1523
-0.2105 0.0205 -0.1030
-0.4549 -0.1483 -0.1973
0.2596 -0.1925 0.7898
0.1954 0.1639 -0.2030
0.1992 0.1264 -0.1446
-0.0251 -0.2316 -0.1769
-0.0586 0.0374 -0.4146
0.0537 0.1835 -0.3278
-0.1160 0.3524 -0.2246
0.0789 0.1110 -0.7255
-0.7064 -0.0799 -0.3246
-0.1469 -0.0684 0.2918
-0.1588 0.0073 0.0472
0.1261 -0.0549 0.1702
0.1590 -0.0114 0.2149
-0.3402 0.2331 -0.5367
0.3047 -0.1626 -0.6700
-0.4095 -0.4333 -0.0459
0.7352 0.5002 -0.2016
0.1234 0.1687 -0.0904
-0.1923 -0.3069 0.1875
-0.7031 -0.7337 0.7407
1.9654 0.0662 0.0969
-1.1899 -1.0493 1.0088
-0.2772 0.6622 -0.6531
-0.6207 0.2554 -0.6266
-0.0555 0.1568 -0.1880
0.4365 0.2980 0.3542
-0.2638 -0.1641 0.0934
-0.1475 0.4219 -0.3928
0.4849 0.2974 -0.1692
0.3049 -0.1598 -0.0444

Its multiplicity is 3. The value obtained for the HOMO energy (alpha / beta) is -7.0 / -7.3 eV. Its expectation value of S² is 2.007. As for the charge: 0. For the HOMO-LUMO gap (alpha / beta), the calculation gives 7.57 / 6.91 eV.

Record 2
This record from the Open Molecules 2025 dataset describes one molecule with the formula C22H24N6O. The level of theory is wB97M-V/def2-TZVPD.

Each line ends with the Löwdin charge.
Geometry (Å):
C -0.45246 -4.12162 1.60768  -0.073
C -1.24290 -3.03513 1.92300  -0.004
C -0.87305 -1.75136 1.51402  -0.256
C 0.30011 -1.57995 0.79062  0.036
C 1.10605 -2.67752 0.49207  -0.157
C 0.72084 -3.95320 0.89560  -0.041
H 1.34900 -4.79276 0.64555  0.104
C 2.34473 -2.50427 -0.25061  -0.184
N 2.84854 -3.47810 -0.97959  0.115
N 3.98084 -3.03410 -1.54057  0.040
C 4.25159 -1.75404 -1.18864  -0.193
C 5.30302 -0.90363 -1.52048  -0.009
C 5.29657 0.35462 -0.97031  -0.032
C 4.27610 0.76857 -0.09027  -0.156
C 3.23145 -0.08217 0.23928  0.047
C 3.19884 -1.35139 -0.32615  -0.077
H 2.48796 0.26548 0.93617  0.106
C 4.27304 2.09336 0.49426  -0.303
N 3.27700 2.61848 1.16494  0.054
N 3.62487 3.85134 1.55102  0.004
C 4.82685 4.08215 1.12146  -0.192
N 5.29820 3.00303 0.43711  0.132
H 6.20083 2.89485 0.00659  0.144
H 5.38128 4.98501 1.27288  0.109
H 6.09468 1.03702 -1.22505  0.101
H 6.09173 -1.22373 -2.18417  0.111
H 4.50424 -3.63906 -2.15169  0.159
H 0.58782 -0.60731 0.42915  0.097
O -1.72014 -0.75422 1.88644  -0.064
C -1.46316 0.57532 1.48152  -0.160
C -1.78746 0.85499 0.00724  -0.170
N -3.18545 1.19343 -0.17376  -0.177
C -4.05867 0.04762 0.01676  -0.195
C -5.51713 0.49223 0.01256  -0.185
C -5.85083 1.17932 -1.30636  -0.214
C -4.87217 2.32759 -1.52281  -0.190
C -3.43775 1.81184 -1.46229  -0.212
H -2.74230 2.64673 -1.58505  0.117
H -3.26758 1.10030 -2.29314  0.127
H -5.04673 2.80662 -2.48808  0.108
H -5.00844 3.07232 -0.73735  0.114
H -6.87721 1.55106 -1.29513  0.106
H -5.76045 0.46196 -2.12620  0.110
H -5.67297 1.19213 0.83484  0.115
H -6.16208 -0.37420 0.16933  0.109
H -3.81795 -0.41557 0.97397  0.114
H -3.89967 -0.70676 -0.77824  0.133
H -1.49463 -0.01619 -0.60698  0.128
H -1.19158 1.71390 -0.31183  0.126
H -0.42356 0.84531 1.69871  0.121
H -2.11921 1.18858 2.10367  0.135
H -2.15696 -3.14966 2.48404  0.116
H -0.75365 -5.10922 1.92427  0.105

Force components x, y, z for each atom (eV/Å):
-0.0654 0.0698 -0.0017
-0.0423 0.2224 -0.0380
-0.0405 -0.2445 0.1125
-0.0160 0.1414 0.0204
-0.4640 -0.3814 0.2818
0.1665 0.1435 -0.0802
0.0566 -0.0910 0.0003
0.6301 0.0285 -0.4311
-0.4863 -0.2723 0.1201
0.1981 0.1137 -0.0368
-0.3969 0.2863 0.3456
0.1316 0.0279 -0.0586
-0.1241 -0.0916 0.0454
-0.1520 -0.5091 -0.1101
0.2829 0.1875 -0.0785
0.4550 -0.3244 -0.4358
-0.1028 0.0227 0.0738
0.1673 0.5759 0.1634
-0.2442 -1.0743 -0.4031
0.1288 1.0861 0.4534
0.1797 0.0356 -0.0809
-0.3114 -0.2238 0.0405
-0.0978 0.0144 0.0694
0.1411 0.1878 0.0173
0.0738 0.0397 -0.0472
0.0914 0.0139 -0.0610
-0.1193 0.0694 0.1095
-0.0085 0.1156 -0.0238
0.0033 -0.4168 0.0877
0.1952 0.3792 -0.3240
-0.0278 -0.0947 0.3294
0.0698 0.0165 -0.1002
-0.2753 0.0168 0.3216
0.0651 -0.1968 -0.2539
-0.0198 0.1850 0.2190
0.0798 -0.2036 -0.2324
-0.0956 0.2944 -0.0015
0.0164 -0.0739 -0.0409
0.0303 0.0263 0.0177
0.0003 0.0589 0.0039
0.0089 0.0890 -0.0001
-0.0285 -0.0420 -0.0667
-0.0396 -0.0317 -0.0509
-0.0275 -0.0129 0.0866
-0.0198 -0.0067 0.0588
-0.0168 -0.0587 -0.1157
0.0436 -0.0031 0.0466
0.0408 0.1052 0.0020
0.0247 -0.0587 -0.0138
-0.0543 -0.0430 0.0377
0.1251 -0.0168 -0.0837
-0.1044 -0.0066 0.0717
-0.0253 -0.0748 0.0346

The SMILES is c1cc(OCCN2CCCCC2)cc(-c2n[nH]c3ccc(-c4nnc[nH]4)cc23)c1. The value obtained for the HOMO energy is -8.0 eV. The calculation puts the relative energy (zero: lowest compared OMol25 entry of this formula, charge and spin) at 38.90 kJ/mol. As for the charge: 0. For the HOMO-LUMO gap, the calculation gives 8.37 eV.